Below is 8 unconnected molecules or ions with the total composition C56H140F6N7O7P, with properties calculated with ωB97M-V with the def2-TZVPD basis set.

Each line ends with the Löwdin charge.
Positions of all 217 atoms, in Å:
P  0.18422  0.29137  0.05449  0.2137
F  0.94923  -0.94254  -0.66211  -0.1507
F  -0.34963  -0.69690  1.24156  -0.1792
F  -0.38482  1.62565  0.75646  -0.1711
F  -1.17526  -0.03045  -0.79886  -0.1894
F  0.65330  1.30824  -1.16971  -0.1868
F  1.49820  0.50776  0.97538  -0.1691
O  3.69316  -1.12731  -5.62750  -0.2409
O  5.57935  -0.79962  0.13837  -0.1637
O  -0.37677  -1.55415  5.35679  -0.1950
O  -7.41732  1.06540  4.35945  0.1158
O  3.98191  4.36682  0.36952  -0.2501
O  -1.41647  -3.96557  -1.46111  -0.1913
O  -3.05336  4.01460  -4.09653  -0.1964
N  1.74601  5.71791  1.75526  -0.2297
N  2.59975  1.59532  -4.79785  -0.2155
N  3.87213  -4.04004  1.49072  -0.2178
N  -4.54411  0.75888  1.90245  -0.2153
N  -4.39775  1.34294  -4.03662  -0.2060
N  2.10667  -0.15967  6.76434  -0.2149
N  -1.43012  -6.19223  -3.57279  -0.2173
C  4.91881  -3.09697  0.88195  -0.0658
C  1.26100  5.33245  0.25740  -0.0980
C  2.11995  -1.63173  6.96068  -0.1665
C  -0.29976  4.85995  3.09451  -0.0481
C  4.35919  -5.53545  1.24420  0.0657
C  1.06939  -2.12410  7.98155  -0.0199
C  -4.92952  -1.20654  0.15659  -0.0419
C  -0.47562  -7.14772  -4.34278  0.0422
C  3.70131  -3.69965  2.97560  -0.1710
C  -3.25131  0.35721  -4.48631  -0.1032
C  -1.62213  -3.15130  -0.30665  -0.0858
C  4.03758  0.32125  8.51011  -0.0122
C  -4.83947  2.14933  -5.35666  -0.1279
C  2.40552  0.48603  -3.67811  -0.1128
C  -5.65420  0.57159  -3.68705  0.0235
C  0.62848  6.01077  2.71369  -0.1685
C  2.99260  0.34769  5.50378  0.0777
C  3.55328  1.17756  -5.87287  -0.0808
C  2.56553  4.52047  2.27245  -0.0713
C  -1.56003  -5.29716  -1.07219  -0.1969
C  -4.31183  0.14763  0.47010  -0.1347
C  -2.86598  -6.85619  -3.45636  -0.1279
C  -4.16934  2.38424  -2.87653  -0.0881
C  4.05264  4.39145  1.76539  -0.1991
C  3.17415  -0.19563  -6.52558  -0.1784
C  -5.97254  3.19812  -5.26583  -0.0330
C  -6.22690  1.55727  3.76687  -0.0832
C  -0.33926  -2.29638  4.10827  -0.0716
C  5.33538  4.41921  -0.26472  -0.0066
C  -5.99608  0.83695  2.42124  -0.0465
C  2.70120  6.92037  1.73018  0.0511
C  2.61040  -4.06093  -0.90282  -0.0308
C  -2.98874  -0.80569  -3.55365  -0.0516
C  2.77575  -4.58556  3.71577  -0.0598
C  2.50370  -3.92231  0.65072  -0.1079
C  -3.87769  2.19249  1.84022  -0.1037
C  -0.79055  -6.12743  -2.12878  -0.0728
C  -0.08169  -0.11719  5.21350  -0.1601
C  -7.88635  1.81967  5.49784  0.1121
C  4.55273  -1.58828  0.83224  -0.1767
C  -2.08065  5.06072  -4.10319  -0.0560
C  2.45011  3.42019  -2.84073  -0.0569
C  0.63760  0.35738  6.46846  -0.0774
C  2.58593  0.67605  7.98605  -0.1412
C  6.10745  0.28771  0.93997  -0.0773
C  -2.98363  -8.10297  -2.54430  -0.0206
C  3.80757  0.14682  -2.99924  -0.0134
C  -2.96220  3.25428  -2.90268  -0.1952
C  3.87295  -2.42665  -6.22551  -0.0463
C  -1.59441  -4.80460  -4.37541  -0.0857
C  0.37399  6.42770  -0.34064  -0.0566
C  1.14711  1.97962  -5.34721  0.0596
C  -4.60867  3.30535  0.99149  -0.0148
C  -0.29387  -3.91639  -4.43925  -0.0513
C  -3.71946  -0.14647  2.90586  0.0584
C  3.19496  2.86159  -4.10443  -0.1048
H  0.52946  1.42007  6.68549  0.1369
H  0.14620  -3.73303  -3.45904  0.0516
H  -3.18533  -6.86960  -4.49845  0.1321
H  0.78518  -1.39981  8.74493  0.0884
H  -3.68476  2.45683  2.87993  0.1239
H  -3.93834  2.69333  -5.63971  0.1142
H  2.37032  1.73645  7.85504  0.1230
H  -2.40828  -8.89256  -3.02763  0.0907
H  -3.72937  0.00371  -5.39987  0.1255
H  3.61041  -1.37532  0.32746  0.0929
H  3.16412  -1.84341  7.19091  0.1277
H  4.26163  2.70426  -3.94451  0.1288
H  5.20709  4.30021  -1.34059  0.0802
H  2.92355  -2.86903  -6.52725  0.0862
H  2.38306  2.83133  -1.92594  0.0533
H  4.63647  -0.10233  -3.66178  0.0867
H  -1.88704  -5.18367  -5.35458  0.1275
H  1.88178  -0.35731  -4.12819  0.1086
H  0.09367  -0.04973  7.32081  0.1200
H  4.68112  0.04134  7.67609  0.0667
H  3.50730  1.95183  -6.63869  0.1410
H  2.63778  4.64846  3.35250  0.1324
H  -3.71279  0.41156  3.84216  0.0847
H  5.17858  -3.49750  -0.09795  0.1379
H  2.17966  7.86964  1.60771  0.1203
H  4.42628  1.22664  8.97625  0.0996
H  -6.15972  3.59054  -6.26536  0.1133
H  -0.28495  -2.92248  -4.88664  0.0718
H  2.61659  -4.21818  4.72958  0.0852
H  -4.03484  -8.37250  -2.44229  0.1053
H  -0.89300  -3.38356  0.46958  0.0872
H  -0.96146  5.25571  3.86498  0.0953
H  1.90273  0.50520  8.81800  0.1208
H  1.44028  -3.04483  8.43186  0.1046
H  -5.55498  0.19860  -2.66767  0.0844
H  2.86163  4.30962  -2.36359  0.0687
H  0.52001  -6.70463  -4.36505  0.0998
H  -4.20729  -1.10814  3.06500  0.1167
H  -6.47881  2.59220  3.53545  0.1634
H  -5.68109  3.97365  -4.55751  0.0786
H  1.39515  2.74903  -6.07837  0.1074
H  -0.86417  -7.20256  -5.35971  0.1187
H  6.00793  3.60505  0.00529  0.0844
H  -4.62157  -1.58178  -0.81935  0.0776
H  2.96178  -5.06083  -1.15745  0.0804
H  -2.37240  -1.61812  -3.93861  0.0773
H  -6.43984  1.32676  -3.66286  0.1000
H  -2.36480  -4.26836  -3.82131  0.0975
H  3.18064  -3.26126  -1.37552  0.0790
H  3.58111  -0.22745  -7.53626  0.1487
H  -0.62988  6.46465  0.08244  0.0725
H  -5.62622  3.47740  1.34234  0.0778
H  -8.66290  1.21803  5.97018  0.1503
H  -6.69814  1.18914  1.66548  0.1539
H  2.10069  5.35034  -0.43736  0.0992
H  -3.23092  0.10196  0.33719  0.1030
H  -2.57968  -0.56592  -2.57218  0.0523
H  -0.55690  -3.33704  4.34860  0.1055
H  -0.97603  0.50325  5.15596  0.1166
H  4.71025  -3.55579  3.36219  0.1441
H  3.22413  -2.71965  2.97336  0.1052
H  -2.61961  -3.29178  0.10975  0.0838
H  6.58309  -0.03318  1.86674  0.0926
H  4.72727  5.20487  2.03246  0.1265
H  0.72539  7.45771  -0.27978  0.0966
H  -1.09796  4.70032  -3.79900  0.0701
H  1.76629  -4.39235  3.35280  0.0617
H  -0.98911  -1.92728  3.31482  0.0540
H  -3.46631  -6.00670  -3.13069  0.1066
H  -5.46115  1.39527  4.52547  0.1584
H  4.61822  1.13591  -5.64424  0.1491
H  3.08925  3.59121  -4.90729  0.1277
H  4.19772  -3.10673  -5.43803  0.0889
H  -4.14912  1.64656  -2.07434  0.0866
H  3.04834  1.43298  5.58834  0.1045
H  1.37553  3.54891  -2.97041  0.0542
H  4.52618  3.45689  2.06617  0.1227
H  1.16673  6.52574  3.50943  0.1427
H  2.97430  -5.65512  3.78456  0.1043
H  -3.88852  -1.32463  -3.22320  0.0675
H  4.00253  0.92316  -2.25939  0.0704
H  2.16048  -2.91510  0.88701  0.0978
H  1.98889  -2.14670  6.00899  0.1070
H  5.37411  1.06722  1.14656  0.0680
H  -7.09759  2.14042  6.17833  0.1507
H  1.60687  -3.97844  -1.32022  0.0582
H  -5.99825  -1.16976  -0.05453  0.0912
H  4.27991  -1.18580  1.80778  0.1064
H  0.46600  0.13308  4.30493  0.1051
H  -2.25722  5.82295  -3.34430  0.0919
H  -2.92306  3.95190  -2.06608  0.1335
H  0.34103  4.07407  3.49438  0.0604
H  -2.10110  2.58910  -2.96708  0.1227
H  3.62437  -6.30317  1.48655  0.1078
H  -2.92647  1.99910  1.34436  0.1045
H  -4.66882  0.99724  -0.11198  0.0933
H  -2.61259  -5.57701  -1.02874  0.1283
H  0.18717  -2.39386  7.40103  0.0723
H  2.51446  0.05198  4.56995  0.0740
H  5.31522  -5.70690  1.73889  0.1231
H  -2.62128  -7.90723  -1.53510  0.0730
H  2.09829  -0.36493  -6.48149  0.1113
H  -6.20892  -0.23117  2.37755  0.1375
H  0.47043  2.44882  -4.63304  0.0756
H  -5.66512  -0.14792  -4.50576  0.1273
H  6.98232  0.76531  0.49885  0.0979
H  0.65587  1.15335  -5.86108  0.0918
H  -6.92034  2.74373  -4.97718  0.0800
H  -5.13437  1.43384  -6.12426  0.1320
H  3.94515  -0.15129  5.68203  0.0924
H  0.02241  6.80407  2.27615  0.1283
H  5.82082  5.36901  -0.04036  0.1035
H  -5.08634  2.85056  -2.51629  0.1370
H  4.44701  -5.62287  0.16127  0.0871
H  5.74918  -3.14359  1.58652  0.1401
H  4.64391  -2.41242  -6.99592  0.1098
H  3.21471  6.84194  2.68843  0.1175
H  -1.63774  -2.09235  -0.56449  0.0550
H  -4.82635  -1.94447  0.95216  0.0864
H  -1.10017  -5.50583  -0.10623  0.1320
H  -2.66720  -0.18475  2.62412  0.0930
H  -2.38464  0.92604  -4.82311  0.1266
H  -8.23542  2.77433  5.10429  0.1678
H  -4.02676  4.22438  1.06114  0.0958
H  1.60417  0.83274  -3.02563  0.0808
H  3.36546  6.78743  0.87626  0.1123
H  -0.53345  -7.15029  -1.85357  0.1269
H  3.51805  -0.70676  -2.38632  0.0622
H  3.95282  -0.51226  9.20737  0.0931
H  0.77072  4.36909  0.39768  0.1137
H  0.63004  -2.22394  3.61499  0.0654
H  0.25005  -5.85055  -2.29786  0.1100
H  1.88995  -4.65864  1.16958  0.1108
H  -4.71485  3.19984  -0.08818  0.0576
H  -2.11585  5.57375  -5.06427  0.1158
H  0.26226  6.18850  -1.39818  0.0785
H  -0.90858  4.37216  2.33327  0.0653
H  2.01731  3.58699  2.14532  0.1179
H  -0.44307  -8.08415  -3.78588  0.1065
H  0.40253  -4.48430  -5.05618  0.0719

Forces on the atoms, in the same order (eV/Å):
1.8 0.2 -0.4
-0.5 0.1 -0.1
-0.7 0.3 -0.2
-1.5 -0.2 0.3
0.0 0.5 0.6
0.1 -0.9 0.7
0.6 0.3 -0.5
0.9 -1.6 -0.5
-0.5 -0.5 1.6
0.1 1.4 -1.6
-0.3 0.6 1.1
1.7 -0.2 -1.8
-0.1 1.1 1.0
0.6 0.4 0.5
1.1 -1.1 -2.2
-1.6 -0.2 2.9
-0.5 -1.2 -1.8
1.3 0.3 0.7
-1.1 2.4 -0.8
-1.1 3.7 -2.4
0.8 -0.5 1.1
0.1 0.4 0.8
-0.2 2.1 1.1
0.6 -0.3 0.5
1.1 -0.1 0.6
-0.1 1.3 -0.4
0.4 -0.4 -0.9
-1.3 0.4 0.0
-0.9 1.2 0.4
0.1 0.6 -1.3
-1.3 0.5 -0.1
-0.7 0.5 -0.4
-1.6 0.3 -1.1
0.3 0.7 -0.2
1.2 0.5 -1.0
1.3 0.9 0.0
-0.5 0.8 -1.1
-0.9 -1.2 2.2
-1.1 -0.5 -2.3
1.2 0.2 0.7
0.9 -1.4 -1.7
-0.7 0.7 0.5
0.5 1.7 0.0
-0.6 -2.9 1.0
-1.0 0.2 -0.9
0.1 1.3 1.7
0.4 -1.0 1.0
-0.2 -0.7 -1.2
0.2 0.5 0.5
-1.1 0.0 0.1
0.6 -1.8 -1.3
-0.5 -0.7 -0.2
-0.1 -0.5 1.3
-0.4 -0.3 1.5
-1.2 -0.3 0.8
1.2 0.6 0.7
-0.3 -0.5 -1.3
-0.1 -0.1 -1.2
0.5 -1.0 0.5
-0.3 -1.3 -0.2
-0.3 0.9 -0.9
-0.1 0.5 0.2
-0.5 -1.0 0.5
0.2 -1.2 1.5
0.5 -1.0 1.2
0.6 -0.3 0.2
0.4 0.9 -1.2
-2.7 0.2 0.3
-0.2 0.1 -1.8
0.1 -0.2 1.0
1.1 -0.2 1.3
-1.0 -0.3 0.4
2.1 0.3 -0.7
-0.2 -0.7 0.9
0.2 -1.6 0.1
-0.7 1.8 0.0
-1.0 0.6 0.0
0.7 0.2 -0.7
-0.2 -0.4 0.1
0.1 -1.1 -0.1
0.3 -0.2 0.1
-0.2 0.3 -0.1
0.0 -0.4 -0.1
0.6 0.0 -1.0
-0.3 -0.3 0.4
0.3 -0.3 -0.1
-0.1 -0.4 -0.7
-0.1 -0.1 0.6
-0.2 -0.3 0.1
-0.3 0.3 0.1
-0.1 0.3 -0.6
0.7 -1.1 -0.3
-0.4 0.1 0.1
-0.2 0.5 0.0
0.8 -0.2 -0.6
-0.2 -0.2 -0.1
0.2 0.1 0.2
-0.3 0.2 0.0
-0.1 0.2 0.2
-0.1 -0.2 0.2
0.1 0.2 0.2
-0.2 -0.2 0.2
0.1 -0.3 0.2
0.4 0.1 0.0
-1.1 -0.1 -0.3
0.7 0.0 0.3
0.1 -0.1 -0.3
0.2 0.2 0.0
0.0 -0.2 0.1
-0.2 -0.7 -0.1
0.0 0.2 0.2
0.0 -0.6 -0.3
0.3 0.4 -1.1
-0.1 0.0 0.0
0.1 0.1 -0.4
0.6 0.5 0.4
-0.3 0.2 -0.3
-0.3 -0.1 -0.2
0.1 -0.5 0.1
-0.3 -0.2 0.6
0.9 -0.1 0.3
0.2 0.2 -0.3
0.2 0.4 -0.5
-0.2 -0.5 -0.4
-0.2 -0.3 -0.3
0.3 -0.2 0.2
0.0 -0.2 0.0
-0.1 -0.2 0.0
0.1 0.3 0.2
0.0 0.2 -0.1
0.5 0.7 -0.2
0.4 -0.8 1.0
0.1 0.1 0.4
0.6 0.6 -0.2
-0.1 0.2 0.0
-0.5 -0.3 0.1
0.0 -0.5 0.1
0.2 0.2 -0.1
-0.2 -0.6 0.2
-0.6 -0.5 0.4
-0.3 0.2 0.7
0.5 -0.2 0.0
0.3 -0.4 -0.7
-0.1 -0.5 -0.5
-0.6 0.1 0.3
-0.1 -0.1 0.7
0.3 0.4 0.0
-0.3 0.0 1.0
0.3 0.3 0.1
0.3 0.3 0.1
1.1 0.0 0.5
0.1 -0.2 0.1
0.0 0.5 -0.7
-0.3 -0.2 0.8
-0.4 -0.6 0.7
0.2 0.2 -0.2
-0.5 0.0 -0.6
0.4 0.1 -0.2
-0.2 -0.1 0.1
-0.4 0.4 -0.2
-0.3 -0.1 -0.1
0.6 -0.2 0.0
-0.2 0.1 0.3
-0.3 0.4 0.5
0.8 0.0 0.4
0.2 -0.5 -0.2
-0.7 0.1 0.2
0.0 -0.3 0.5
-0.4 -0.2 0.5
0.6 0.2 0.4
-0.2 0.5 0.7
0.2 0.0 0.3
-0.2 -0.6 -0.6
-0.1 -0.1 0.1
-0.1 0.1 0.3
0.1 -0.2 0.2
-0.1 0.1 0.0
0.1 0.0 -0.1
-0.3 0.4 -0.8
-0.6 -0.1 1.1
0.6 -0.4 0.5
-1.0 -0.3 0.5
-0.3 -0.2 -1.0
0.4 -0.1 0.2
-0.1 0.1 0.1
0.3 -0.4 0.3
0.1 0.3 -0.4
0.2 0.1 -0.3
-0.1 0.0 0.0
-0.4 0.5 -1.5
0.5 0.2 0.2
0.4 -0.4 -0.4
-0.3 0.0 -0.2
0.2 0.5 -0.2
0.7 -0.3 -0.3
0.5 -0.1 -0.2
0.1 0.0 0.2
-0.2 -0.2 -0.6
0.0 0.2 0.5
-0.6 0.4 -0.4
-0.1 0.0 0.5
0.7 0.6 0.4
0.1 0.0 0.3
-1.2 -0.3 0.2
0.5 -0.3 0.0
0.3 0.2 0.0
0.1 0.1 -0.4
0.5 -0.1 0.3
-0.2 1.2 0.0
-0.2 0.0 -0.5
0.3 -0.8 0.0
0.2 -0.4 0.0
0.0 0.1 -0.1
0.2 0.5 -0.5
0.0 0.2 -0.6
-0.1 0.0 -0.5
0.4 0.1 0.1

For the max |F|, the calculation gives 4.5 eV/A. Its expectation value of S² is 0.754. The spin multiplicity is 2. As for the total charge: +7. Its energy is -4065.1180 a.u.